(1)
DFT (ωB97M-V/def2-TZVPD) results for an isolated ion of composition C4H9N2O and charge +1.

XYZ file:
```
16
Properties=species:S:1:pos:R:3:forces:R:3
C -1.083 1.725 -0.162 0.8 -0.7 -0.3
N -0.396 0.463 0.089 -1.8 -0.1 -1.4
C 1.043 0.535 0.228 0.3 0.2 1.0
C 1.441 -0.816 -0.318 3.7 -0.3 3.9
N 0.333 -1.633 0.041 -3.6 1.1 -1.6
C -0.807 -0.774 0.020 2.8 -1.6 0.4
O -2.029 -1.185 -0.017 -0.5 2.0 0.3
H -0.548 2.171 -1.000 -0.6 0.1 -0.4
H -2.145 1.583 -0.306 -0.1 0.3 0.1
H -0.764 2.290 0.680 -0.7 1.0 0.9
H 1.181 0.707 1.322 0.5 -0.6 -0.5
H 1.490 1.411 -0.211 -0.1 0.2 -0.7
H 1.845 -0.930 -1.282 -0.5 0.3 -1.8
H 2.356 -1.139 0.281 -1.1 0.2 -0.5
H 0.327 -2.304 0.761 0.4 -1.0 0.7
H -2.243 -2.107 -0.125 0.5 -0.9 -0.2
```
Positions in Å, forces in eV/Å.

- orbital gap (Ha) = 0.41666
- E_HOMO (eV) = -14.48
- energy relative to the best compared isomer or geometry (same formula, charge and spin) (kJ/mol) = 144.8
- charge = +1
- SMILES = CN1CC[NH+]=C1O

Atom charges from the Mulliken analysis, given in e for atoms 1 to 6: -0.847 0.029 -0.571 -0.537 -0.245 0.581

(2)
DFT (ωB97M-V/def2-TZVPD) results for an isolated ion of composition C3H6NO2 and charge +1.

XYZ file:
```
12
Properties=species:S:1:pos:R:3:forces:R:3
N 2.047 0.260 0.010 -0.7 4.7 -0.1
C 0.838 0.785 -0.007 -1.1 -2.0 0.9
C -0.318 -0.179 0.022 2.0 -1.3 0.7
O 0.383 -1.436 0.193 -2.0 0.4 -1.2
C -1.716 -0.336 0.034 1.3 1.9 -0.6
O -2.618 0.634 0.037 0.7 0.8 -0.2
H 2.257 -0.664 -0.031 0.1 -3.6 -0.1
H 2.875 0.863 0.048 -0.6 0.0 0.0
H 0.835 1.850 0.138 -0.5 0.4 -0.3
H -0.142 -2.003 -0.393 0.7 -0.7 0.3
H -2.176 -1.354 -0.092 0.6 1.1 0.6
H -2.264 1.579 0.039 -0.4 -1.8 0.1
```
Positions in Å, forces in eV/Å.

- orbital gap (Ha) = 0.30119
- E_HOMO (eV) = -13.82
- energy relative to the best compared isomer or geometry (same formula, charge and spin) (kJ/mol) = 146.9
- charge = +1
- SMILES = [NH2+]=C/C(O)=C\O

Atom charges from the Mulliken analysis, given in e for atoms 1 to 6: -0.157 -0.103 0.439 -0.530 0.006 -0.423

(3)
DFT (ωB97M-V/def2-TZVPD) results for a 2-piece molecular cluster, C5H11NO overall.

XYZ file:
```
18
Properties=species:S:1:pos:R:3:forces:R:3
C 1.701 -1.337 0.030 0.7 -2.4 -1.7
N 0.965 1.343 -0.308 0.9 -2.5 -0.5
C 0.047 0.306 -0.823 0.9 0.6 0.9
C 0.339 -0.990 -0.626 3.0 1.0 0.7
C -2.355 0.831 -0.806 -2.6 0.0 -1.6
C -1.160 0.789 -1.459 -0.5 0.6 -0.6
H 2.590 -0.917 -0.467 -0.5 0.4 -0.1
H 2.061 -2.464 0.041 -1.4 1.8 0.0
H 1.743 -0.991 1.019 0.1 0.5 1.7
H 1.916 1.367 -0.743 -0.8 -0.3 0.3
H 0.534 2.197 -0.473 -0.8 2.0 -0.4
H -0.268 -1.776 -0.923 -1.2 -1.1 -0.7
H -2.474 0.725 0.253 0.3 -0.3 0.4
H -3.411 0.901 -1.344 2.3 0.2 0.8
H -1.040 1.164 -2.520 -0.2 -0.5 1.0
H 0.042 -0.246 2.147 0.0 -0.2 0.9
H 0.033 -0.288 3.774 0.0 -0.6 -1.9
O 0.011 -0.833 2.937 0.0 0.8 0.9
```
Positions in Å, forces in eV/Å.

- orbital gap (alpha / beta) (Ha) = 0.10625 / 0.29146
- ⟨S²⟩ = 0.755
- E_HOMO (alpha / beta) (eV) = 1.02 / -4.24
- energy relative to the best compared isomer or geometry (same formula, charge and spin) (kJ/mol) = 233.1
- charge = -1
- multiplicity = 2

Atom charges from the Mulliken analysis, given in e for atoms 1 to 6: -1.075 -1.060 -1.289 0.206 -0.700 -0.829

(4)
DFT (ωB97M-V/def2-TZVPD) results for C67H74N2O5P2 as an isolated structure.

XYZ file:
```
150
Properties=species:S:1:pos:R:3:forces:R:3
N -5.106 1.696 1.145 -0.5 0.4 -0.3
C -5.310 2.792 0.207 2.1 -0.6 -0.8
O -6.534 3.516 0.395 -2.3 -1.9 0.2
P -7.841 2.574 -0.029 1.3 1.8 -2.0
O -7.663 2.039 -1.416 -0.8 0.5 2.5
O -9.157 3.627 0.045 1.7 -2.1 0.1
N -9.310 3.903 1.423 0.0 0.3 1.7
O -8.006 1.417 1.171 -1.4 0.1 -1.8
P -8.720 -0.018 0.645 1.8 -2.1 -1.4
O -7.958 -0.779 -0.410 -1.2 1.4 1.7
H -4.134 1.576 1.399 -0.1 0.1 -0.1
H -5.489 0.830 0.775 0.3 0.1 0.1
H -4.466 3.513 0.303 -0.9 -0.3 0.2
H -5.253 2.409 -0.840 -0.4 0.4 0.6
H -10.007 3.279 1.833 0.0 0.2 -0.5
H -9.620 4.863 1.553 0.1 -0.2 -0.5
H -8.756 -0.839 1.819 -0.1 1.1 -0.1
H -10.096 0.175 0.286 0.7 0.6 0.3
C -3.709 -0.820 -3.342 0.0 0.1 0.0
C -2.624 -0.735 -4.207 0.0 0.0 0.0
C -2.549 0.301 -5.131 0.0 0.0 0.1
C -3.554 1.260 -5.182 0.0 0.0 0.0
C -4.637 1.177 -4.314 0.1 0.0 0.0
C -4.718 0.135 -3.397 0.0 0.0 0.1
H -3.770 -1.630 -2.624 0.0 0.0 0.0
H -1.836 -1.479 -4.162 0.0 0.0 0.0
H -1.707 0.363 -5.810 0.0 0.0 0.0
H -3.494 2.071 -5.898 0.0 0.0 0.0
H -5.421 1.925 -4.352 0.0 0.0 0.0
H -5.566 0.069 -2.724 0.0 0.0 0.0
C -1.418 -2.990 1.157 0.0 -0.1 -0.1
C -1.911 -2.110 0.202 0.0 0.0 0.0
C -1.133 -1.771 -0.899 0.0 0.0 0.0
C 0.134 -2.320 -1.049 0.0 0.0 0.0
C 0.626 -3.203 -0.096 0.0 0.0 0.0
C -0.147 -3.536 1.009 -0.1 0.0 -0.1
H -2.023 -3.252 2.017 0.0 0.0 0.0
H -2.902 -1.687 0.315 0.0 0.0 0.0
H -1.515 -1.079 -1.640 0.0 0.0 0.0
H 0.739 -2.059 -1.910 0.0 0.0 0.0
H 1.615 -3.632 -0.215 0.0 0.0 0.0
H 0.240 -4.220 1.756 0.0 0.0 0.0
C 5.269 -3.938 1.376 0.0 0.1 -0.1
C 6.355 -3.850 0.513 -0.1 0.0 0.0
C 6.425 -2.814 -0.413 -0.1 0.0 0.0
C 5.414 -1.862 -0.468 0.1 -0.1 0.0
C 4.331 -1.949 0.397 0.0 0.0 0.0
C 4.256 -2.988 1.316 0.0 0.0 0.0
H 5.212 -4.747 2.095 0.0 0.0 0.0
H 7.147 -4.588 0.561 0.0 0.0 0.0
H 7.269 -2.749 -1.090 0.0 0.0 0.0
H 5.470 -1.053 -1.186 0.0 0.0 0.0
H 3.543 -1.206 0.355 0.0 0.0 0.0
H 3.407 -3.058 1.987 0.0 0.0 0.0
C -4.718 -6.709 5.059 0.0 0.0 0.0
C -5.211 -5.829 4.103 0.0 0.0 0.0
C -4.433 -5.492 3.002 0.0 0.0 0.0
C -3.166 -6.041 2.852 0.0 0.0 0.0
C -2.674 -6.924 3.806 0.0 0.0 0.0
C -3.448 -7.255 4.912 0.0 0.0 0.0
H -5.323 -6.970 5.919 0.0 0.0 0.0
H -6.202 -5.406 4.217 0.0 0.0 0.0
H -4.815 -4.801 2.260 0.0 0.0 0.0
H -2.561 -5.782 1.991 0.0 0.0 0.0
H -1.686 -7.354 3.688 0.0 0.0 0.0
H -3.062 -7.939 5.658 0.0 0.0 0.0
C 8.563 -1.757 2.456 0.0 0.0 0.0
C 9.109 -2.897 3.034 0.0 0.0 0.0
C 10.375 -2.848 3.607 0.0 0.1 0.0
C 11.090 -1.656 3.611 0.0 0.0 0.0
C 10.542 -0.516 3.036 0.0 0.0 0.0
C 9.280 -0.567 2.456 0.0 0.0 0.0
H 7.578 -1.797 2.007 0.0 0.0 0.0
H 8.549 -3.824 3.037 0.0 0.0 0.0
H 10.803 -3.739 4.051 0.0 0.0 0.0
H 12.074 -1.617 4.062 0.0 0.0 0.0
H 11.099 0.414 3.041 0.0 0.0 0.0
H 8.855 0.321 2.003 0.0 0.0 0.0
C 7.338 3.258 -1.500 0.1 0.0 0.0
C 7.006 1.915 -1.359 0.0 0.0 0.0
C 7.982 0.991 -1.006 0.0 0.0 0.0
C 9.288 1.410 -0.784 0.0 0.0 0.0
C 9.620 2.753 -0.921 -0.1 0.0 0.0
C 8.646 3.676 -1.283 0.0 -0.1 0.0
H 6.577 3.978 -1.778 0.0 0.0 0.0
H 5.985 1.589 -1.525 0.0 0.0 0.0
H 7.724 -0.056 -0.903 0.0 0.0 0.0
H 10.047 0.690 -0.504 0.0 0.0 0.0
H 10.638 3.080 -0.746 0.0 0.0 0.0
H 8.905 4.722 -1.395 0.0 0.0 0.0
C 2.858 0.972 -5.840 0.1 0.0 0.0
C 3.408 -0.167 -5.263 0.0 0.0 0.0
C 4.675 -0.116 -4.694 0.0 0.1 0.0
C 5.389 1.077 -4.694 0.0 0.0 0.0
C 4.838 2.217 -5.268 0.0 0.0 0.0
C 3.574 2.163 -5.845 0.0 -0.1 0.0
H 1.872 0.931 -6.287 0.0 0.0 0.0
H 2.849 -1.095 -5.258 0.0 0.0 0.0
H 5.106 -1.005 -4.250 0.0 0.0 0.0
H 6.375 1.118 -4.246 0.0 0.0 0.0
H 5.393 3.147 -5.265 0.0 0.0 0.0
H 3.147 3.050 -6.296 0.0 0.0 0.0
C -0.214 0.604 5.715 0.0 0.0 0.0
C -1.311 -0.105 5.240 0.0 0.0 0.0
C -1.148 -1.040 4.224 0.1 0.0 0.0
C 0.114 -1.273 3.690 0.1 0.1 0.1
C 1.211 -0.566 4.169 -0.1 0.0 0.0
C 1.047 0.376 5.178 0.0 0.0 0.0
H -0.343 1.336 6.505 0.0 0.0 0.0
H -2.294 0.072 5.660 0.0 0.0 0.0
H -2.004 -1.588 3.849 0.0 0.0 0.0
H 0.242 -2.004 2.903 0.0 0.1 0.1
H 2.196 -0.748 3.753 0.0 0.0 0.0
H 1.901 0.930 5.547 0.0 0.0 0.0
C -5.015 0.688 -8.540 0.0 0.0 0.0
C -5.510 1.572 -9.491 0.1 0.0 0.0
C -4.737 1.911 -10.595 0.0 0.0 0.0
C -3.471 1.359 -10.753 0.0 0.0 0.0
C -2.977 0.472 -9.804 0.0 0.0 0.0
C -3.746 0.139 -8.695 0.0 0.0 -0.1
H -5.616 0.427 -7.677 0.0 0.0 0.0
H -6.499 1.998 -9.372 0.0 0.0 0.0
H -5.121 2.605 -11.333 0.0 0.0 0.0
H -2.871 1.619 -11.617 0.0 0.0 0.0
H -1.991 0.040 -9.929 0.0 0.0 0.0
H -3.359 -0.547 -7.953 0.0 0.0 0.0
C 0.065 1.111 10.676 -0.1 0.0 0.0
C -0.909 1.764 11.421 0.0 0.0 0.0
C -2.236 1.735 11.009 0.0 0.0 0.0
C -2.590 1.044 9.856 0.1 0.0 0.0
C -1.616 0.388 9.113 0.0 0.0 0.0
C -0.288 0.425 9.520 0.0 0.0 0.0
H 1.100 1.137 10.996 0.0 0.0 0.0
H -0.634 2.297 12.323 0.0 0.0 0.0
H -2.994 2.249 11.587 0.0 0.0 0.0
H -3.625 1.017 9.537 0.0 0.0 0.0
H -1.892 -0.152 8.215 0.0 0.0 0.0
H 0.472 -0.083 8.937 0.0 0.0 0.0
C -1.460 4.660 -2.885 -0.1 0.0 0.0
C -1.572 6.027 -3.109 0.0 0.0 0.0
C -2.827 6.611 -3.234 0.0 -0.1 0.0
C -3.971 5.828 -3.126 0.1 0.0 0.0
C -3.859 4.462 -2.900 0.0 0.0 0.0
C -2.603 3.876 -2.783 0.0 0.0 0.0
H -0.481 4.205 -2.791 0.0 0.0 0.0
H -0.681 6.638 -3.186 0.0 0.0 0.0
H -2.914 7.675 -3.414 0.0 0.0 0.0
H -4.950 6.284 -3.219 0.0 0.0 0.0
H -4.750 3.851 -2.815 0.0 0.0 0.0
H -2.517 2.809 -2.612 0.0 0.0 0.0
```
Positions in Å, forces in eV/Å.

- orbital gap (Ha) = 0.34580
- E_HOMO (eV) = -9.03

Atom charges from the Mulliken analysis, given in e for atoms 1 to 6: -0.499 -0.245 -0.348 1.331 -0.609 -0.301

(5)
DFT (ωB97M-V/def2-TZVPD) results for one molecule with the formula Br3O2P.

XYZ file:
```
6
Properties=species:S:1:pos:R:3:forces:R:3
O -0.794 -0.144 1.697 -1.3 -0.4 1.6
P -0.504 0.127 0.319 1.3 -0.4 -1.4
Br -1.323 -1.162 -1.246 -0.1 0.3 0.2
Br -1.030 2.188 -0.134 0.2 -0.2 -0.4
O 1.072 -0.095 0.243 2.6 -0.6 -1.4
Br 2.578 -0.915 -0.880 -2.8 1.3 1.3
```
Positions in Å, forces in eV/Å.

- orbital gap (Ha) = 0.28705
- E_HOMO (eV) = -10.99
- energy relative to the best compared isomer or geometry (same formula, charge and spin) (kJ/mol) = 80.7
- SMILES = O=P(Br)(Br)OBr

And the Mulliken charges, in e, turn out to be: -0.450 0.803 -0.131 -0.099 -0.367 0.245